No. 1
{
  "formula": "C41H45Cl61O3",
  "method": "wB97M-V/def2-TZVPD",
  "total_charge": 0,
  "species": ["C", "O", "C", "C", "C", "C", "C", "C", "C", "C", "C", "C", "C", "C", "O", "C", "C", "C", "C", "C", "C", "C", "C", "C", "O", "C", "C", "C", "C", "Cl", "H", "H", "H", "H", "H", "H", "H", "H", "H", "H", "H", "H", "H", "H", "H", "H", "H", "H", "H", "H", "H", "H", "H", "H", "H", "H", "H", "H", "H", "H", "H", "H", "H", "H", "H", "H", "H", "H", "H", "H", "H", "H", "H", "H", "H", "C", "Cl", "Cl", "Cl", "Cl", "C", "Cl", "Cl", "Cl", "Cl", "C", "Cl", "Cl", "Cl", "Cl", "C", "Cl", "Cl", "Cl", "Cl", "C", "Cl", "Cl", "Cl", "Cl", "C", "Cl", "Cl", "Cl", "Cl", "C", "Cl", "Cl", "Cl", "Cl", "C", "Cl", "Cl", "Cl", "Cl", "C", "Cl", "Cl", "Cl", "Cl", "C", "Cl", "Cl", "Cl", "Cl", "C", "Cl", "Cl", "Cl", "Cl", "C", "Cl", "Cl", "Cl", "Cl", "C", "Cl", "Cl", "Cl", "Cl", "C", "Cl", "Cl", "Cl", "Cl", "C", "Cl", "Cl", "Cl", "Cl"],
  "coordinates": [[-2.7188, -1.8119, -6.8655], [-1.7162, -1.2063, -6.0798], [-0.5004, -1.9311, -6.1141], [-0.4610, -3.0626, -5.0767], [0.4350, -4.2099, -5.5279], [0.7891, -5.1749, -4.3832], [1.9715, -4.6844, -3.5226], [1.4791, -4.1011, -2.1929], [2.5869, -3.9539, -1.1345], [1.9879, -3.8185, 0.2699], [0.7857, -2.8695, 0.3506], [0.4116, -2.5096, 1.7979], [0.6832, -1.0288, 2.2153], [-0.6390, -0.2988, 2.4325], [-0.9612, -0.4278, 3.8135], [-2.3371, -0.5065, 4.0818], [-2.8478, -1.9649, 4.1625], [-1.7861, -2.9841, 4.5042], [-1.8449, -4.2463, 3.9113], [-0.8955, -5.2288, 4.1861], [0.1457, -4.9722, 5.0756], [1.1981, -6.0203, 5.3422], [0.1961, -3.7124, 5.6872], [-0.7554, -2.7395, 5.4115], [1.3757, -0.2473, 1.2635], [2.7741, -0.4336, 1.2535], [3.4739, 0.0695, 2.5304], [4.4198, -1.0210, 3.0497], [3.7002, -2.1340, 3.8036], [5.7347, -0.3273, 4.0508], [-2.9841, -2.7826, -6.4388], [-3.5951, -1.1751, -6.8858], [-2.3781, -1.9402, -7.8973], [0.2881, -1.2162, -5.8894], [-0.3492, -2.3738, -7.1038], [-0.1325, -2.6472, -4.1243], [-1.4848, -3.4048, -4.9230], [-0.1258, -4.7524, -6.2899], [1.3606, -3.8256, -5.9569], [0.9616, -6.1683, -4.7929], [-0.0983, -5.2518, -3.7524], [2.6192, -5.5251, -3.2775], [2.5389, -3.9339, -4.0717], [1.0514, -3.1122, -2.3463], [0.7009, -4.7549, -1.7988], [3.1665, -3.0612, -1.3778], [3.2136, -4.8422, -1.1983], [1.6417, -4.8063, 0.5823], [2.7760, -3.5417, 0.9731], [0.8942, -2.0024, -0.2976], [-0.0477, -3.4446, -0.0506], [-0.6484, -2.6981, 1.9331], [0.9392, -3.1673, 2.4884], [1.1533, -1.0424, 3.1997], [-1.4316, -0.6885, 1.7920], [-0.4589, 0.7481, 2.2014], [-2.8929, -0.0053, 3.2843], [-2.5946, 0.0308, 4.9935], [-3.2937, -2.2236, 3.2085], [-3.6355, -2.0305, 4.9144], [-2.6319, -4.4884, 3.2077], [-0.9621, -6.1970, 3.7078], [1.0800, -6.5137, 6.3038], [1.1815, -6.7409, 4.5292], [2.1743, -5.5366, 5.3177], [1.0052, -3.5279, 6.3833], [-0.7031, -1.7755, 5.8973], [3.1432, 0.1583, 0.4175], [3.0491, -1.4681, 1.0336], [4.0864, 0.9398, 2.3163], [2.7619, 0.2786, 3.3213], [4.8878, -1.4710, 2.1776], [2.9978, -1.7546, 4.5418], [4.4406, -2.7541, 4.3053], [3.1949, -2.7720, 3.0803], [-5.6005, -1.6095, -3.8924], [-3.9681, -2.1560, -3.4963], [-5.9612, -2.0003, -5.5807], [-6.7656, -2.4224, -2.8397], [-5.7110, 0.1341, -3.6509], [3.5137, 0.8672, 7.2268], [4.6029, -0.3822, 7.8362], [2.4035, 0.1554, 6.0501], [2.5918, 1.5520, 8.5690], [4.4533, 2.1326, 6.4357], [-0.9927, 3.8571, 0.5823], [0.0827, 5.2028, 0.9645], [-1.7515, 4.1169, -0.9922], [-0.0026, 2.4018, 0.5392], [-2.2424, 3.7075, 1.8257], [3.6042, -8.7851, 7.4907], [4.6469, -10.0611, 8.1247], [2.4360, -9.4818, 6.3644], [2.7427, -8.0093, 8.8237], [4.5879, -7.5834, 6.6484], [-1.0849, 8.5511, -2.0870], [0.0698, 7.2687, -2.4668], [-2.3923, 8.5420, -3.2781], [-1.7574, 8.2893, -0.4755], [-0.2584, 10.1103, -2.1354], [7.5841, -0.3477, -0.1266], [8.2611, 0.0402, -1.7134], [8.8378, -1.0279, 0.9093], [6.9455, 1.1291, 0.5940], [6.2771, -1.5249, -0.3276], [-9.7088, 1.5082, -4.9047], [-8.9427, 2.9640, -4.2578], [-10.4368, 1.8736, -6.4762], [-8.4935, 0.2436, -5.0917], [-10.9587, 0.9647, -3.7851], [4.1674, 5.9818, 2.2842], [2.5950, 6.7845, 2.2089], [5.4466, 7.1970, 2.3517], [4.2372, 4.9616, 3.7320], [4.3510, 4.9744, 0.8471], [8.3810, 3.9679, 1.2484], [9.6940, 5.1001, 1.5907], [7.7129, 4.3124, -0.3502], [9.0039, 2.3140, 1.2803], [7.1190, 4.1442, 2.4706], [4.2470, 6.2334, -2.9585], [5.6618, 6.9169, -2.1508], [2.9104, 6.1274, -1.8126], [3.7828, 7.2699, -4.3116], [4.6341, 4.6146, -3.5569], [-6.3442, -3.2216, 1.9411], [-6.9631, -2.7457, 0.3593], [-6.1216, -1.7908, 2.9537], [-7.4776, -4.3254, 2.7228], [-4.7776, -4.0156, 1.7300], [-12.4844, 1.2982, -0.0443], [-11.5711, -0.1341, 0.4420], [-13.7197, 0.8344, -1.2215], [-13.2592, 2.0135, 1.3723], [-11.3898, 2.4691, -0.7795], [-9.8730, 6.8577, -4.9404], [-8.7349, 6.3388, -3.6888], [-10.4294, 5.4636, -5.8704], [-11.2567, 7.6454, -4.1765], [-9.0663, 8.0002, -6.0191], [6.2251, 2.2373, -5.2762], [7.0094, 2.0477, -6.8483], [6.1028, 3.9565, -4.8839], [4.6079, 1.5303, -5.3348], [7.1763, 1.4175, -4.0302], [-0.1816, 13.6665, -3.7496], [0.8244, 13.5640, -2.2988], [0.1581, 15.1786, -4.5960], [0.1792, 12.3006, -4.8069], [-1.8850, 13.6175, -3.2868]],
  "forces_ev_per_a": [[0.2902, -0.0963, 0.0995], [0.0215, 0.2973, -0.2274], [-0.2454, -0.3365, 0.4781], [0.1000, 0.5192, -0.1638], [-0.3408, -0.2958, 0.5230], [-0.0514, 0.4657, -0.3257], [-0.7770, -0.1592, 0.3908], [0.7085, 0.0811, 0.0813], [-0.8373, 0.0663, -0.1967], [0.2161, -0.0579, -0.2840], [-0.0968, -0.6626, 0.2647], [0.5890, 0.5200, -0.2895], [-1.1478, -0.4821, -0.2340], [0.5643, 0.2500, 0.4968], [-0.1581, 0.1634, -0.0875], [-0.6158, -0.2613, -0.1859], [0.4835, 0.1446, 0.1629], [-0.0963, -0.4839, -0.1156], [0.2669, -0.1207, 0.1047], [0.0409, 0.4540, 0.2989], [-0.2263, 0.1034, -0.0186], [0.0230, 0.6158, -0.3849], [-0.1042, -0.4103, -0.2175], [-0.0398, -0.1531, 0.0291], [0.2592, -0.1555, 0.0759], [0.1997, 0.5801, 0.0018], [0.6079, -0.8237, 0.1001], [-0.5754, -0.2242, -0.2341], [0.4885, -0.0209, -0.1219], [0.0355, 0.0676, 0.0441], [-0.1953, -0.1269, -0.1677], [-0.0233, 0.1427, 0.1907], [0.0554, -0.1103, -0.0564], [0.1360, 0.0590, -0.2274], [0.0840, 0.1977, -0.1782], [0.0404, -0.0172, 0.0892], [-0.0318, -0.2280, 0.0318], [0.2128, -0.0295, -0.2735], [0.0111, 0.0194, -0.2403], [0.2109, -0.0604, -0.0005], [-0.0436, -0.1999, 0.0814], [0.2105, -0.0178, -0.1535], [0.2477, -0.0597, -0.0265], [-0.3247, -0.0378, -0.0907], [-0.1146, -0.0478, 0.0397], [0.2792, -0.0493, 0.0068], [0.3240, 0.0755, 0.1476], [0.0090, -0.0742, 0.1313], [0.0057, 0.0834, 0.0867], [0.1385, 0.2063, 0.1500], [-0.1513, 0.1585, -0.2122], [-0.0700, -0.0201, 0.2020], [-0.0466, -0.1737, 0.0297], [0.3736, 0.2063, -0.0673], [-0.0846, -0.0459, -0.0358], [-0.2995, -0.0158, 0.1250], [-0.0797, 0.1154, 0.0178], [0.4566, 0.0538, 0.1970], [-0.0416, -0.1901, -0.0703], [-0.1669, 0.0947, -0.0421], [-0.0196, 0.1409, 0.0467], [-0.0196, -0.0489, -0.0626], [-0.0637, -0.1031, 0.0437], [0.0311, -0.3044, 0.1250], [0.1584, -0.1109, 0.1455], [-0.0104, 0.1991, 0.0637], [0.1131, 0.0375, 0.0388], [-0.0687, -0.0055, -0.1597], [-0.1549, -0.1632, 0.1204], [-0.2192, 0.2955, -0.0069], [-0.1436, 0.3922, -0.0686], [0.4544, 0.0511, 0.0764], [0.0368, -0.1098, -0.1061], [-0.0307, -0.0858, 0.0953], [-0.2733, -0.0003, 0.0228], [0.1222, 0.0441, 0.1126], [-0.0443, 0.0001, -0.0345], [-0.1300, -0.0259, 0.0785], [-0.0397, -0.0164, -0.2084], [0.3804, -0.0539, 0.1537], [0.0523, -0.0403, -0.0495], [-0.0145, 0.0030, -0.0036], [-0.2128, 0.1533, 0.2185], [0.0069, 0.0067, -0.0228], [0.0164, 0.0925, 0.0505], [0.1900, -0.0047, -0.1106], [-0.1468, 0.1427, -0.0081], [-0.0155, 0.0267, 0.0379], [-0.0281, 0.0068, -0.2280], [0.0483, -0.0099, -0.0299], [-0.0037, 0.0167, -0.0019], [-0.0063, 0.0079, -0.0027], [-0.0006, -0.0177, -0.0063], [-0.0002, 0.0045, -0.0057], [0.0005, 0.0008, -0.0006], [-0.0002, -0.0446, -0.0539], [-0.2256, 0.1479, 0.0181], [-0.0056, 0.0096, 0.0026], [0.0022, -0.0318, 0.0111], [-0.0055, -0.0329, 0.0689], [-0.3188, 0.2594, -0.0325], [0.3387, -0.2954, 0.3766], [0.0431, -0.0129, 0.0444], [-3.5899, -2.2456, -1.1453], [0.0135, -0.1185, -0.0380], [0.0189, -0.0544, 0.0567], [0.0709, -0.1766, 0.0732], [0.0117, 0.0067, 0.0144], [-0.3951, 0.0472, -0.2392], [-0.0321, -0.0682, -0.1390], [-0.0461, -0.1089, -0.0759], [0.0907, 0.1894, 0.1332], [-0.0629, -0.0037, -0.0472], [-0.0930, 0.0550, 0.0183], [-0.0038, -0.0300, 0.1866], [0.2369, -0.1354, 0.0382], [-0.0234, 0.0788, -0.0086], [-0.0268, 0.0709, -0.0917], [3.5226, 2.1654, 1.2605], [0.2512, -0.2181, 0.0429], [-1.2131, 0.2270, 0.9987], [0.0444, -0.1021, -0.0704], [-0.2794, 0.2474, 0.1944], [0.0703, -0.0962, -0.0431], [-4.0867, 4.1999, 4.1476], [0.0219, 0.0194, 0.0154], [0.0077, 0.0370, 0.1695], [-0.1463, 0.0553, -0.0396], [0.0416, -0.0005, -0.0234], [-0.1310, -0.1099, -0.1130], [0.0275, 0.0006, 0.0063], [-0.0011, -0.0034, -0.0038], [-0.0015, -0.0082, -0.0107], [-0.0011, -0.0102, -0.0143], [-0.0060, 0.0995, 0.1362], [-0.0561, 0.0203, -0.0676], [-0.0010, -0.0091, -0.0064], [-0.0326, 0.1813, -0.0181], [-0.0002, -0.0038, 0.0091], [0.0049, 0.0008, 0.0004], [1.1077, -0.3827, -0.8904], [0.0862, -0.2706, -0.2974], [4.4710, -4.0590, -4.3101], [0.0169, 0.1607, 0.0603], [-0.3918, 0.3090, -0.2956], [-0.0234, -0.0132, -0.0045], [0.0031, -0.0030, 0.0076], [0.0029, -0.0062, 0.0102], [0.0197, 0.0556, -0.0881], [0.0059, -0.0026, 0.0037]],
  "mulliken_charge": [-0.63, -0.34, -0.83, 0.62, -0.92, -0.96, -0.62, -0.47, -1.04, -0.12, -1.47, 0.36, 1.26, -0.38, -0.32, -1.03, -0.36, 0.59, 0.01, -1.26, 1.04, -1.45, -0.77, -0.04, -0.03, 0.21, -0.50, 0.58, -0.59, -0.16, 0.27, 0.19, 0.34, 0.32, 0.40, -0.20, 0.02, 0.41, 0.36, 0.41, 0.41, 0.44, 0.34, 0.13, 0.36, 0.15, 0.51, 0.56, -0.07, 0.44, 0.78, 0.02, -0.10, -0.54, 0.60, -0.66, 0.50, 0.39, -0.27, 0.58, -0.01, 0.35, 0.32, 0.36, 0.33, 0.46, 0.41, 0.30, -0.62, 0.51, 0.16, -0.15, -0.20, 0.67, -0.14, 0.29, -0.06, -0.11, -0.07, -0.07, 0.15, -0.09, 0.07, -0.11, -0.05, 0.13, 0.05, -0.11, -0.04, -0.11, 0.35, -0.11, -0.09, -0.10, -0.09, 0.25, -0.04, -0.12, -0.09, -0.02, 0.19, -0.10, -0.09, 0.19, -0.06, 0.22, -0.05, -0.12, 0.01, -0.04, 0.05, -0.11, -0.07, -0.02, 0.20, 0.06, -0.10, -0.02, -0.09, 0.00, 0.22, -0.08, 0.00, -0.12, 0.02, 0.29, -0.01, -0.10, -0.11, -0.09, 0.32, -0.08, -0.10, -0.11, -0.04, 0.34, -0.11, -0.06, -0.10, -0.10, 0.24, -0.12, -0.06, -0.09, 0.01, 0.34, -0.09, -0.11, -0.07, -0.08]
}



No. 2
{
  "formula": "C9H7NO2",
  "method": "wB97M-V/def2-TZVPD",
  "total_charge": 0,
  "smiles": "O=c1[nH]ccc2c(O)cccc12",
  "species": ["O", "C", "N", "C", "C", "C", "C", "O", "C", "C", "C", "C", "H", "H", "H", "H", "H", "H", "H"],
  "coordinates": [[-1.2834, 1.0577, -2.3781], [-1.3175, 0.7530, -1.0559], [-1.9849, 1.6342, -0.1329], [-1.6548, 1.5098, 1.2406], [-0.5828, 0.8019, 1.6452], [0.1930, -0.0113, 0.7174], [1.2926, -0.8559, 1.0022], [1.9128, -0.8278, 2.2524], [1.9514, -1.6364, 0.0027], [1.3859, -1.5510, -1.3037], [0.2264, -0.8947, -1.4995], [-0.2939, -0.0268, -0.7104], [-2.6070, 2.2117, -0.6479], [-2.2540, 2.2227, 1.7182], [-0.1139, 0.8658, 2.6708], [2.3196, -1.9505, 2.1538], [2.8472, -2.0008, 0.3324], [1.8507, -1.9873, -2.2083], [-0.3849, -1.1721, -2.3150]],
  "forces_ev_per_a": [[-2.0147, -0.9911, 5.3629], [-2.6888, 7.3489, -6.6905], [2.7400, -4.6727, -1.2013], [0.1318, 0.7541, -2.3978], [1.5762, -0.2044, 1.2012], [-0.8162, -0.1876, -2.1305], [0.3411, 0.7485, -0.4922], [0.9663, -5.8249, -1.1541], [-4.1054, 3.4210, -1.4364], [2.9202, -2.0243, 1.1913], [0.6248, -2.8856, -3.8959], [2.0482, -0.7604, 9.6051], [-0.7432, 0.8460, 0.4656], [-0.3744, 0.5169, 1.7587], [-1.2846, 0.0228, -1.0658], [-1.4748, 5.3160, 1.4215], [2.3500, -1.4098, 0.0376], [-0.2539, -0.2747, 0.9594], [0.0573, 0.2612, -1.5390]],
  "nbo_charge": [-0.65, 0.60, -0.57, 0.02, -0.27, -0.07, 0.29, -0.66, -0.26, -0.17, -0.17, -0.13, 0.44, 0.21, 0.25, 0.48, 0.21, 0.22, 0.24]
}



No. 3
{
  "formula": "C3H7O3",
  "method": "wB97M-V/def2-TZVPD",
  "total_charge": -1,
  "species": ["O", "C", "O", "C", "C", "H", "H", "H", "H", "H", "H", "H", "O"],
  "coordinates": [[0.0014, -0.2454, -2.1103], [-0.1537, -0.1856, -0.8780], [-0.8833, -0.9620, -0.1914], [0.5275, 0.9928, -0.1562], [2.0298, 0.7223, 0.0144], [0.3242, 1.9353, -0.7482], [0.0430, 1.1394, 0.8302], [2.2597, -0.3235, 0.1329], [2.7098, 1.2103, -0.6785], [2.3537, 1.1140, 0.9852], [-2.3413, -1.7677, 0.6327], [-3.7843, -1.4921, 1.0156], [-3.0864, -2.1377, 1.1516]],
  "forces_ev_per_a": [[0.4918, 0.0698, -0.1853], [-1.2860, -0.1401, -0.3500], [0.4115, 0.2757, 0.3326], [-0.3687, 0.6362, -0.1150], [0.1453, 0.8563, 1.2776], [0.3943, -0.9987, 0.4958], [0.3337, -0.2098, -0.4340], [-0.0445, -0.5533, -0.5182], [-0.2322, -0.2599, -0.5361], [-0.0377, 0.2587, 0.1002], [0.2752, 0.0101, -0.0100], [0.0022, -0.0105, 0.0026], [-0.0850, 0.0655, -0.0604]],
  "nbo_charge": [-0.77, 0.77, -0.84, -0.51, -0.60, 0.19, 0.19, 0.21, 0.20, 0.18, 0.53, 0.45, -0.99]
}



No. 4
{
  "formula": "C3H8N2O",
  "method": "wB97M-V/def2-TZVPD",
  "total_charge": 0,
  "smiles": "[H]/N=C(/N)[C@H](C)O",
  "species": ["H", "N", "C", "N", "C", "C", "O", "H", "H", "H", "H", "H", "H", "H"],
  "coordinates": [[-1.8799, 1.6711, -0.7994], [-1.7494, 0.7630, -1.2316], [-0.8025, 0.0798, -0.7447], [-0.4958, -1.1198, -1.3149], [0.0804, 0.5328, 0.4250], [1.4325, -0.1760, 0.5100], [-0.6914, 0.3215, 1.5970], [-0.0755, -1.8283, -0.7367], [-1.1874, -1.4412, -1.9734], [0.2545, 1.6159, 0.2918], [1.3021, -1.2052, 0.8366], [2.0680, 0.3290, 1.2352], [1.9287, -0.1651, -0.4531], [-0.1842, 0.6223, 2.3582]],
  "forces_ev_per_a": [[0.2299, -0.0735, 0.1753], [-0.4157, 0.1869, -0.2901], [0.1308, 0.5554, 0.3627], [0.2305, -0.5324, -0.0722], [0.2089, 0.1349, -0.1928], [-0.3617, 0.2251, 0.0329], [-0.1241, -0.0671, 0.1797], [-0.0336, 0.0203, -0.0703], [-0.0072, -0.0664, 0.0253], [-0.0741, -0.2838, -0.0692], [0.0020, -0.1194, 0.0181], [0.0618, 0.0142, 0.0693], [0.1500, 0.0067, -0.1517], [0.0024, -0.0009, -0.0170]],
  "nbo_charge": [0.34, -0.71, 0.43, -0.81, 0.04, -0.64, -0.71, 0.38, 0.40, 0.17, 0.21, 0.21, 0.23, 0.47]
}



What are the E values for these records? In order: -29886.2841, -552.2695, -344.2965, -303.8536 a.u..
What are the ΔE to the lowest compared entry with this formula, charge and spin values for these records? In order: 0.0, 99.0, 8.6, 24.2 kcal/mol.